This record from the OMol25 dataset describes C31H53NO2Si2Sn as an isolated structure. The level of theory is wB97M-V/def2-TZVPD.

The geometry in XYZ format:
```
90
Properties=species:S:1:pos:R:3
O -0.64295 -1.23333 -2.74877
O 0.67386 1.05403 -6.74263
C 0.02753 -2.50199 -3.09397
C -0.93478 -3.66824 -3.00648
H 0.86190 -2.58443 -2.37852
H 0.44216 -2.37313 -4.10675
H -1.32934 -3.78274 -1.99085
H -0.46336 -4.62761 -3.26048
H -1.77953 -3.53180 -3.69365
C -1.75134 -0.97359 -3.64926
C -1.55339 -1.31277 -5.09628
H -1.98984 0.08214 -3.47991
H -2.61730 -1.55178 -3.28962
H -0.66537 -0.83454 -5.50927
H -2.43212 -0.91185 -5.62068
H -1.52454 -2.39023 -5.28557
C 0.33494 2.30260 -6.09828
C 2.18129 0.99045 -6.82748
C -1.10533 2.77232 -6.11347
H 0.82004 3.14658 -6.64607
H 0.76172 2.26055 -5.09060
H -1.47354 2.94047 -7.14731
H -1.07935 3.79844 -5.65904
H -1.88085 2.17973 -5.60478
C 2.50532 0.85775 -8.32099
H 2.63690 0.20431 -6.17247
H 2.65504 1.92021 -6.40607
H 1.76910 0.22832 -8.85087
H 3.52777 0.52434 -8.58100
H 2.39795 1.87001 -8.70960
H 3.20610 1.96408 -2.80632
Sn -0.97204 -0.77416 -0.32243
C 3.01630 1.12216 -2.16439
Si 4.33542 1.07268 -0.86774
H 2.95686 0.19685 -2.74592
H 1.97404 1.30421 -1.79097
C 5.56338 -0.17768 -1.52930
C 3.44822 0.46434 0.62334
C 4.93139 2.85896 -0.59927
C -2.93746 -1.58588 0.15760
Si -4.21090 -0.22277 -0.16026
H -2.92118 -1.90840 1.21755
H -3.12737 -2.48417 -0.45854
C -5.57619 -1.05922 -1.15981
C -3.60917 1.17707 -1.24331
C -4.59929 0.57742 1.50120
H 4.77617 3.40997 -1.53780
H 5.99236 2.93502 -0.28512
H 4.29544 3.32548 0.17113
H 5.18089 -1.17582 -1.27209
H 6.59746 -0.11540 -1.17162
H 5.57090 -0.11608 -2.62652
H 3.17908 -0.57879 0.49013
H 2.52826 1.02130 0.79356
H 4.03924 0.53088 1.54775
H -4.35637 1.32051 -2.03509
H -2.63971 0.99842 -1.72690
H -3.52329 2.09607 -0.65338
H -5.42819 1.29272 1.36914
H -3.71521 1.13446 1.86420
H -4.87936 -0.16848 2.26280
H -6.56400 -0.63430 -0.93621
H -5.60556 -2.14230 -0.97010
H -5.38104 -0.90932 -2.23464
C -0.77018 3.76722 0.10011
C -0.94454 3.90412 1.48311
C -0.88441 2.75929 2.28917
C -0.75797 1.46724 1.70860
C -0.74600 1.34616 0.31366
C -0.62438 2.48329 -0.48064
C -0.41419 0.28128 2.50194
C -0.19698 0.30326 3.89086
C 0.34439 -0.79914 4.51733
C 0.78456 -1.90420 3.76299
C 1.49584 -3.00326 4.30646
C 2.02265 -3.98695 3.48482
C 1.87741 -3.89263 2.08533
C 1.13923 -2.85209 1.52147
C 0.55819 -1.88632 2.35747
N -0.12928 -0.84281 1.80314
H -0.74095 4.64606 -0.54807
H -1.10788 4.89337 1.93096
H -0.88948 2.82629 3.37481
H -0.43890 2.39144 -1.55187
H -0.42906 1.20228 4.44414
H 0.46563 -0.80965 5.59246
H 1.62126 -3.03807 5.38643
H 2.56313 -4.82860 3.92272
H 2.34428 -4.62913 1.45156
H 1.02409 -2.72251 0.44759
```

Output
Orbital gap (alpha / beta) ... 4.96 / 4.96 eV
DFT total energy ... -60177.215 eV
Strongest force on any atom ... 2.99 eV/Å
Spin multiplicity ... 1
Molar mass ... 646.653 g mol⁻¹

For each atom in turn, the Mulliken charge in e is: atom 1 (O): 0.29, atom 2 (O): -0.39, atom 3 (C): -0.32, atom 4 (C): -1.13, atom 5 (H): 0.29, atom 6 (H): 0.39, atom 7 (H): 0.16, atom 8 (H): 0.42, atom 9 (H): 0.30, atom 10 (C): 0.02, atom 11 (C): -1.59, atom 12 (H): 0.12, atom 13 (H): 0.28, atom 14 (H): 0.32, atom 15 (H): 0.42, atom 16 (H): 0.41, atom 17 (C): -0.15, atom 18 (C): -0.13, atom 19 (C): -1.18, atom 20 (H): 0.37, atom 21 (H): 0.24, atom 22 (H): 0.34, atom 23 (H): 0.35, atom 24 (H): 0.22, atom 25 (C): -1.16, atom 26 (H): 0.30, atom 27 (H): 0.30, atom 28 (H): 0.28, atom 29 (H): 0.37, atom 30 (H): 0.27, atom 31 (H): 0.42, atom 32 (Sn): -0.11, atom 33 (C): -0.76, atom 34 (Si): 0.29, atom 35 (H): 0.25, atom 36 (H): 0.03, atom 37 (C): -1.09, atom 38 (C): -0.47, atom 39 (C): -1.07, atom 40 (C): -0.98, atom 41 (Si): 0.70, atom 42 (H): 0.48, atom 43 (H): 0.41, atom 44 (C): -1.29, atom 45 (C): -0.19, atom 46 (C): -1.02, atom 47 (H): 0.34, atom 48 (H): 0.31, atom 49 (H): 0.28, atom 50 (H): 0.28, atom 51 (H): 0.36, atom 52 (H): 0.33, atom 53 (H): 0.10, atom 54 (H): -0.10, atom 55 (H): 0.46, atom 56 (H): 0.55, atom 57 (H): -0.70, atom 58 (H): 0.31, atom 59 (H): 0.33, atom 60 (H): 0.22, atom 61 (H): 0.31, atom 62 (H): 0.35, atom 63 (H): 0.33, atom 64 (H): 0.32, atom 65 (C): -0.56, atom 66 (C): -0.95, atom 67 (C): -0.23, atom 68 (C): 0.23, atom 69 (C): 0.42, atom 70 (C): -0.76, atom 71 (C): 0.64, atom 72 (C): -1.07, atom 73 (C): -1.04, atom 74 (C): 1.22, atom 75 (C): -0.80, atom 76 (C): -0.51, atom 77 (C): -0.83, atom 78 (C): -0.16, atom 79 (C): -0.39, atom 80 (N): 0.57, atom 81 (H): 0.42, atom 82 (H): 0.36, atom 83 (H): 0.33, atom 84 (H): 0.40, atom 85 (H): 0.48, atom 86 (H): 0.40, atom 87 (H): 0.39, atom 88 (H): 0.37, atom 89 (H): 0.42, atom 90 (H): 0.25

***

This record from the OMol25 dataset describes a 6-piece molecular cluster, C31H54IN5O4 overall. The level of theory is wB97M-V/def2-TZVPD.

The geometry in XYZ format:
```
95
Properties=species:S:1:pos:R:3
C 0.70172 -5.40383 0.17943
C 0.05899 -4.05211 -0.12120
O 0.15707 -3.72971 -1.49659
C 0.14248 -2.34702 -1.78965
C -1.09818 -1.90049 -2.58656
O -2.04422 -1.11528 -1.88091
C -2.51690 -1.72613 -0.70294
C -1.95776 -1.05838 0.58237
O -1.24059 -1.43280 1.39785
O -2.60612 0.15799 0.58676
C -4.00731 -0.21119 0.41769
C -4.03463 -1.51886 -0.38357
C -4.41789 -2.81296 0.34864
I -5.85463 -2.49300 1.94184
C -4.87125 -3.87482 -0.72132
C -6.19069 -4.58886 -0.45988
H 0.41642 -5.63833 1.20342
H 1.78642 -5.28235 0.17132
H 0.35561 -6.18857 -0.48573
H -0.97559 -4.11226 0.22283
H 0.59441 -3.32469 0.48514
H 0.99034 -2.17337 -2.45536
H 0.29875 -1.70648 -0.92103
H -1.55190 -2.75651 -3.08861
H -0.73409 -1.25238 -3.37870
H -2.38115 -2.79541 -0.84484
H -4.47360 0.64282 -0.06152
H -4.37496 -0.24805 1.43925
H -4.55779 -1.37826 -1.32005
H -3.56056 -3.25114 0.84008
H -4.09705 -4.63914 -0.75571
H -4.88376 -3.39983 -1.69947
H -6.13857 -5.15917 0.45771
H -6.35832 -5.32696 -1.24522
H -7.04653 -3.92607 -0.48097
C 4.73813 -4.10956 -3.42141
C 3.88559 -3.01186 -2.79513
C 4.21913 -2.76664 -1.32021
C 3.98299 -3.98398 -0.53111
N 3.78283 -4.92422 0.07725
H 4.57082 -5.07195 -2.93526
H 4.48859 -4.22965 -4.47587
H 5.80084 -3.86944 -3.35036
H 2.83078 -3.27857 -2.89204
H 4.03476 -2.08185 -3.34744
H 3.59712 -1.96603 -0.91773
H 5.26327 -2.47101 -1.20711
C -8.22966 4.10296 2.03378
C -6.77051 3.71160 2.23979
C -6.22849 2.81995 1.11823
C -6.99230 1.56520 1.03781
N -7.57879 0.59184 0.98477
H -8.88212 3.22859 2.03442
H -8.56424 4.75963 2.83703
H -8.36480 4.63053 1.08732
H -6.66859 3.19692 3.19717
H -6.16042 4.61494 2.29540
H -5.18061 2.57855 1.30070
H -6.29460 3.33150 0.15687
C -0.24329 1.49861 -1.22014
C 0.61002 1.86525 -0.01316
C 1.57140 3.02588 -0.28376
C 2.49203 2.66168 -1.37093
N 3.21148 2.36880 -2.20203
H 0.37519 1.16144 -2.05589
H -0.91865 0.68999 -0.97221
H -0.84194 2.34769 -1.55701
H 1.18200 0.98731 0.29910
H -0.04506 2.13384 0.81788
H 2.14714 3.25086 0.61450
H 1.02343 3.92477 -0.56829
C 1.66594 2.49345 4.96487
C 2.60318 3.45677 4.24483
C 2.05634 4.88749 4.18156
C 0.77909 4.92207 3.45498
N -0.20475 4.94707 2.89224
H 0.71030 2.40195 4.44640
H 2.10674 1.49777 5.01243
H 1.47109 2.82616 5.98624
H 2.78549 3.08932 3.23216
H 3.56651 3.47194 4.75780
H 2.76346 5.54211 3.67163
H 1.89688 5.28128 5.18601
C 8.29859 3.40214 -2.42098
C 6.84225 3.14560 -2.04726
C 6.69156 2.30364 -0.77672
C 7.31590 0.98502 -0.95792
N 7.79243 -0.03715 -1.10382
H 8.82507 2.47206 -2.64047
H 8.35750 4.02744 -3.31210
H 8.82832 3.91315 -1.61386
H 6.34092 2.64596 -2.87730
H 6.33772 4.10195 -1.89843
H 5.63614 2.16024 -0.54402
H 7.16171 2.80255 0.07230
```

Output
Orbital gap ... 9.45 eV
DFT total energy ... -56761.354 eV
SMILES ... CCOCCO[C@H]1C(=O)OC[C@@H]1[C@@H](I)CC.CCCC#N.CCCC#N.CCCC#N.CCCC#N.CCCC#N
Strongest force on any atom ... 4.64 eV/Å
Spin multiplicity ... 1
Molar mass ... 687.708 g mol⁻¹

For each atom in turn, the Mulliken charge in e is: atom 1 (C): -1.22, atom 2 (C): 0.45, atom 3 (O): -0.42, atom 4 (C): 0.32, atom 5 (C): -1.08, atom 6 (O): -0.36, atom 7 (C): 0.20, atom 8 (C): 0.13, atom 9 (O): -0.54, atom 10 (O): -0.43, atom 11 (C): -1.01, atom 12 (C): 0.30, atom 13 (C): -0.94, atom 14 (I): 0.08, atom 15 (C): 0.13, atom 16 (C): -1.83, atom 17 (H): 0.41, atom 18 (H): 0.17, atom 19 (H): 0.34, atom 20 (H): -0.10, atom 21 (H): 0.25, atom 22 (H): 0.07, atom 23 (H): 0.21, atom 24 (H): 0.37, atom 25 (H): 0.54, atom 26 (H): 0.33, atom 27 (H): 0.07, atom 28 (H): 0.33, atom 29 (H): 0.68, atom 30 (H): 0.56, atom 31 (H): 0.22, atom 32 (H): 0.33, atom 33 (H): 0.43, atom 34 (H): 0.44, atom 35 (H): 0.42, atom 36 (C): -1.37, atom 37 (C): -0.11, atom 38 (C): -0.20, atom 39 (C): 0.32, atom 40 (N): -0.60, atom 41 (H): 0.36, atom 42 (H): 0.39, atom 43 (H): 0.32, atom 44 (H): 0.00, atom 45 (H): 0.44, atom 46 (H): 0.14, atom 47 (H): 0.32, atom 48 (C): -1.16, atom 49 (C): -0.55, atom 50 (C): -0.18, atom 51 (C): 0.28, atom 52 (N): -0.46, atom 53 (H): 0.35, atom 54 (H): 0.34, atom 55 (H): 0.29, atom 56 (H): 0.30, atom 57 (H): 0.35, atom 58 (H): 0.17, atom 59 (H): 0.34, atom 60 (C): -0.77, atom 61 (C): -0.27, atom 62 (C): -0.14, atom 63 (C): 0.17, atom 64 (N): -0.46, atom 65 (H): 0.32, atom 66 (H): -0.08, atom 67 (H): 0.41, atom 68 (H): 0.24, atom 69 (H): 0.35, atom 70 (H): -0.05, atom 71 (H): 0.36, atom 72 (C): -1.18, atom 73 (C): -0.21, atom 74 (C): -0.40, atom 75 (C): 0.23, atom 76 (N): -0.44, atom 77 (H): 0.33, atom 78 (H): 0.34, atom 79 (H): 0.33, atom 80 (H): 0.09, atom 81 (H): 0.32, atom 82 (H): 0.28, atom 83 (H): 0.34, atom 84 (C): -1.26, atom 85 (C): -0.34, atom 86 (C): -0.15, atom 87 (C): 0.20, atom 88 (N): -0.45, atom 89 (H): 0.36, atom 90 (H): 0.34, atom 91 (H): 0.31, atom 92 (H): 0.29, atom 93 (H): 0.31, atom 94 (H): 0.03, atom 95 (H): 0.31